Molecular formula: C35H23F15N5O4OsS
Method: DFT, wB97M-V/def2-TZVPD

## Properties
Molecular weight   1084.87 g mol⁻¹
E_HOMO (spin up / spin down)   -4.8357 / -4.8472 eV
E_tot   -106375.8768 eV
HOMO-LUMO gap (spin up / spin down)   5.38 / 5.40 eV
Energy above the lowest of the compared OMol25 structures with the same formula, charge and spin   211.59 kJ/mol

Structure (ORCA input):
```
! RIJCOSX wB97M-V def2-TZVPD def2/J DEFGRID3
* xyz -1 1
Os 0.187 -0.164 -0.083
C -1.171 -6.701 2.218
C -1.194 -5.309 1.646
C -2.312 -4.489 1.750
C -2.304 -3.227 1.203
C -1.197 -2.720 0.498
N -1.331 -1.484 -0.158
C -2.524 -1.307 -0.868
C -3.032 -2.406 -1.596
C -4.270 -2.387 -2.192
C -5.079 -1.257 -2.110
C -6.476 -1.237 -2.672
C -4.540 -0.136 -1.506
C -3.274 -0.128 -0.916
C -2.760 1.149 -0.261
O -1.421 1.261 -0.102
C -3.130 2.407 -1.132
F -2.912 2.160 -2.438
F -2.361 3.454 -0.799
F -4.410 2.839 -1.026
C -3.455 1.282 1.133
F -4.808 1.326 1.070
F -3.059 2.390 1.780
F -3.150 0.225 1.899
C -0.045 -3.521 0.449
C -0.074 -4.798 1.008
C 1.212 -3.035 -0.285
O 1.061 -1.833 -0.931
C 1.579 -4.031 -1.425
F 2.479 -3.507 -2.262
F 0.478 -4.327 -2.148
F 2.088 -5.208 -0.996
C 2.405 -3.012 0.731
F 2.621 -4.217 1.319
F 2.157 -2.158 1.723
F 3.558 -2.681 0.140
H -2.175 -7.038 2.475
H -0.559 -6.730 3.124
H -0.738 -7.407 1.508
H -3.205 -4.848 2.251
H -3.179 -2.597 1.292
H -2.419 -3.295 -1.661
H -4.619 -3.261 -2.731
H -6.948 -2.214 -2.566
H -6.466 -0.985 -3.737
H -7.086 -0.492 -2.162
H -5.143 0.759 -1.475
H 0.799 -5.430 0.949
S 0.039 0.041 2.387
C 0.775 1.633 2.359
N 0.965 2.191 3.519
N 1.678 3.313 3.611
C 2.765 3.764 2.853
C 3.508 2.923 2.018
C 4.616 3.417 1.356
C 5.004 4.743 1.505
C 4.272 5.576 2.337
C 3.161 5.093 3.008
N 1.054 2.301 1.219
N 0.868 1.708 0.140
C 0.906 2.479 -1.036
C 0.702 1.838 -2.261
C 0.683 2.565 -3.432
C 0.895 3.935 -3.399
C 1.120 4.574 -2.187
C 1.119 3.857 -1.007
H 1.471 3.815 4.457
H 3.238 1.883 1.899
H 5.185 2.752 0.719
H 5.872 5.122 0.982
H 4.562 6.612 2.464
H 2.581 5.746 3.651
H 0.588 0.755 -2.317
H 0.528 2.050 -4.369
H 0.890 4.500 -4.323
H 1.292 5.642 -2.168
H 1.281 4.346 -0.056
F 5.077 0.158 0.967
C 4.939 0.104 -0.371
F 5.690 1.109 -0.876
F 5.499 -1.045 -0.788
C 3.446 0.242 -0.849
O 3.314 0.563 -2.019
O 2.618 0.016 0.076
*
```